C12H17NO2S2 | the ωB97M-V functional and the def2-TZVPD basis

The geometry in XYZ format:
```
34
Properties=species:S:1:pos:R:3:lowdin_charge:R:1
S -1.348 -0.816 1.192 0.672
S 1.022 3.042 -3.534 0.777
O -1.862 0.520 1.193 -0.306
O -2.311 -1.839 0.925 -0.309
N -0.260 0.545 -2.269 -0.243
C 1.060 1.352 -4.055 -0.560
C 0.973 -0.235 4.280 0.061
C 1.379 -1.623 4.644 0.047
C -0.216 -0.871 -0.266 -0.208
C -0.247 -2.200 3.126 -0.138
C 0.210 0.028 3.128 0.006
C -0.553 1.748 -1.669 -0.351
C -0.745 -0.704 -1.734 -0.147
C 1.005 0.316 -3.005 -0.204
C -0.373 -1.080 2.597 -0.386
C 0.598 -2.615 4.068 -0.060
C -0.785 2.862 -2.525 -0.243
H -0.883 -3.244 2.456 0.233
H -1.420 2.842 -3.415 0.090
H -1.511 1.676 -1.220 0.113
H -0.856 -1.545 -2.334 0.096
H -1.981 -0.441 -1.405 0.186
H 0.194 1.241 -4.765 0.097
H 0.641 -3.497 4.601 0.095
H 1.449 0.392 4.638 -0.024
H 2.238 1.455 -4.369 0.114
H 0.278 -1.907 -0.203 0.123
H -0.850 3.765 -2.172 0.004
H 0.192 1.898 -0.838 0.148
H 0.657 -0.344 -0.106 0.054
H 1.672 0.565 -2.035 0.179
H 1.644 -1.757 5.513 0.016
H 0.194 0.963 2.819 0.078
H 0.794 -0.492 -3.262 -0.009
```

Results
orbital gap = 8.23 eV
2S+1 = 1
LUMO = 0.05 eV
total charge = 0



CH2FNO2 | the ωB97M-V functional and the def2-TZVPD basis

The geometry in XYZ format:
```
7
Properties=species:S:1:pos:R:3:lowdin_charge:R:1
F 0.929 1.889 -0.080 0.130
O 2.846 0.231 -0.249 0.106
O 1.958 -0.965 1.335 0.054
N 1.959 -0.048 0.494 -0.447
C 0.877 0.731 0.550 -0.074
H 0.343 0.555 1.376 0.107
H -0.005 -1.016 -1.372 0.124
```

Results
orbital gap (alpha / beta) = 10.03 / 9.14 eV
2S+1 = 1
LUMO (alpha / beta) = -0.56 / -2.29 eV
total charge = 0



C7H14N2O2 | the ωB97M-V functional and the def2-TZVPD basis

The geometry in XYZ format:
```
25
Properties=species:S:1:pos:R:3:lowdin_charge:R:1
O -2.947 -0.373 0.165 0.084
O 0.881 2.125 0.115 0.189
N -1.256 1.272 -0.071 0.022
N 2.814 -0.054 1.181 0.232
C -3.246 -1.703 -0.015 0.017
C -1.738 2.442 0.741 0.053
C 0.190 1.355 -0.452 -0.380
C 1.963 -0.736 0.248 -0.048
C -1.887 0.178 -0.251 0.013
C 0.443 0.359 -1.497 -0.039
C 1.937 -0.347 -1.198 -0.070
H -2.329 -2.173 0.267 0.103
H 2.949 0.898 0.893 0.165
H -3.593 -1.975 -0.997 0.126
H -2.339 2.111 1.629 0.122
H -0.892 3.003 1.158 0.100
H 3.686 -0.508 1.120 0.166
H 2.696 0.306 -1.562 0.115
H 2.524 -0.254 2.141 0.197
H -3.935 -1.945 0.754 0.116
H -2.442 3.093 0.087 0.153
H 0.384 0.819 -2.477 0.154
H 1.560 -1.725 0.599 0.160
H 1.735 -1.182 -1.935 0.150
H -0.346 -0.388 -1.440 0.101
```

Results
orbital gap (alpha / beta) = 9.25 / 7.75 eV
2S+1 = 1
LUMO (alpha / beta) = -8.50 / -9.34 eV
total charge = +2



Looking at relative energy (zero: lowest compared OMol25 entry of this formula, charge and spin) for the records above, in order, we have 1057.5 604.0 179.1 kJ/mol.